Entry 1:
{"formula": "C10H16", "method": "the ωB97M-V functional and the def2-TZVPD basis", "smiles": "Cc1ccccc1.CCC", "homo_lumo_gap_ev": 10.07, "e_above_lowest_ev": 0.748, "lumo_energy_ev": 1.0, "energy_ha": -390.608382, "symbols": ["C", "C", "C", "C", "C", "C", "C", "H", "H", "H", "H", "H", "H", "H", "H", "C", "C", "C", "H", "H", "H", "H", "H", "H", "H", "H"], "positions_angstrom": [[-1.03, -0.44, 2.77], [-1.43, -0.13, 1.36], [-1.07, 1.12, 0.83], [-1.54, 1.51, -0.42], [-2.11, 0.58, -1.28], [-2.26, -0.73, -0.84], [-1.95, -1.07, 0.47], [-1.13, -1.51, 2.97], [-1.76, 0.00, 3.46], [-0.04, -0.03, 2.96], [-0.54, 1.79, 1.50], [-1.25, 2.51, -0.72], [-2.22, 0.80, -2.33], [-2.68, -1.47, -1.50], [-2.32, -1.99, 0.91], [2.90, 0.55, -1.69], [1.87, 0.33, -0.53], [1.49, -1.12, -0.42], [2.42, 0.55, -2.67], [3.76, -0.08, -1.50], [3.21, 1.60, -1.58], [2.44, 0.77, 0.30], [1.07, 1.04, -0.70], [2.33, -1.80, -0.23], [0.69, -1.32, 0.28], [1.16, -1.45, -1.39]]}

---

Entry 2:
{"formula": "C10H16", "method": "the ωB97M-V functional and the def2-TZVPD basis", "smiles": "CCc1ccccc1.CC", "homo_lumo_gap_ev": 9.90, "e_above_lowest_ev": 3.060, "lumo_energy_ev": 1.0, "energy_ha": -390.523415, "symbols": ["C", "C", "C", "C", "C", "C", "C", "C", "H", "H", "H", "H", "H", "H", "H", "H", "H", "H", "C", "C", "H", "H", "H", "H", "H", "H"], "positions_angstrom": [[0.62, 2.29, -1.36], [-0.46, 1.30, -0.77], [0.36, -0.01, -0.87], [1.45, -0.41, -0.07], [2.17, -1.67, -0.23], [1.81, -2.57, -1.23], [0.72, -2.16, -2.04], [-0.10, -1.07, -1.79], [1.38, 2.49, -0.47], [0.27, 3.35, -1.58], [1.12, 1.87, -2.26], [-0.52, 1.66, 0.35], [-1.40, 1.20, -1.38], [2.02, 0.20, 0.69], [3.03, -2.01, 0.41], [2.46, -3.53, -1.50], [0.37, -3.16, -2.63], [-0.70, -0.80, -2.58], [-1.41, 0.92, 2.57], [-2.25, -0.20, 2.11], [-1.86, 1.93, 2.46], [-1.17, 0.93, 3.59], [-0.35, 0.95, 2.18], [-2.67, -0.65, 3.10], [-1.67, -0.93, 1.55], [-3.24, 0.06, 1.74]]}

---

Entry 3:
{"formula": "C10H16", "method": "the ωB97M-V functional and the def2-TZVPD basis", "homo_lumo_gap_ev": [10.09, 6.30], "e_above_lowest_ev": 1.509, "lumo_energy_ev": [-4.3, -8.1], "spin_multiplicity": 2, "charge": 1, "energy_ha": -390.254440, "symbols": ["C", "C", "H", "H", "H", "H", "H", "H", "C", "C", "C", "C", "C", "C", "C", "C", "H", "H", "H", "H", "H", "H", "H", "H", "H", "H"], "positions_angstrom": [[-1.38, -0.32, 2.95], [-1.53, 1.01, 2.30], [-2.02, -1.15, 2.50], [-0.35, -0.83, 2.74], [-1.54, -0.23, 4.03], [-0.53, 1.62, 2.07], [-2.25, 1.64, 2.78], [-1.94, 0.92, 1.30], [2.04, -0.05, -0.09], [3.06, 0.85, -0.80], [0.75, -0.25, -0.93], [-0.19, -1.01, -0.31], [0.54, 0.26, -2.19], [-1.57, -1.10, -0.74], [-0.67, -0.10, -2.73], [-1.76, -0.62, -1.98], [2.38, -0.97, 0.20], [1.54, 0.47, 0.76], [4.06, 0.66, -0.35], [0.05, -1.59, 0.46], [1.33, 0.70, -2.80], [-2.25, -1.70, -0.23], [-0.85, 0.06, -3.78], [-2.77, -0.67, -2.48], [2.76, 1.87, -0.76], [3.09, 0.52, -1.91]]}

---

Entry 4:
{"formula": "C10H16", "method": "the ωB97M-V functional and the def2-TZVPD basis", "homo_lumo_gap_ev": [9.45, 5.83], "e_above_lowest_ev": 1.018, "lumo_energy_ev": [-4.7, -8.3], "spin_multiplicity": 2, "charge": 1, "energy_ha": -390.272470, "symbols": ["C", "C", "C", "C", "C", "C", "C", "C", "H", "H", "H", "H", "H", "H", "H", "H", "H", "H", "C", "C", "H", "H", "H", "H", "H", "H"], "positions_angstrom": [[0.40, 0.28, -1.08], [-0.66, 1.03, -0.26], [1.70, 0.42, -0.30], [2.14, -0.69, 0.40], [2.42, 1.61, -0.06], [2.95, -0.49, 1.57], [3.57, 1.67, 0.79], [3.76, 0.67, 1.68], [0.24, -0.79, -1.15], [0.42, 0.79, -2.04], [-0.50, 2.10, -0.26], [1.96, -1.69, 0.02], [2.02, 2.50, -0.49], [3.03, -1.40, 2.15], [4.13, 2.59, 0.73], [4.44, 0.77, 2.52], [-0.75, 0.60, 0.73], [-1.68, 0.95, -0.64], [-4.00, -1.39, -1.25], [-3.40, -1.40, 0.17], [-4.38, -2.39, -1.48], [-4.80, -0.66, -1.26], [-3.30, -1.06, -2.02], [-4.20, -1.32, 0.89], [-2.72, -2.21, 0.40], [-2.78, -0.51, 0.24]]}

---

Entry 5:
{"formula": "C10H16", "method": "the ωB97M-V functional and the def2-TZVPD basis", "homo_lumo_gap_ev": [9.61, 5.61], "e_above_lowest_ev": 0.500, "lumo_energy_ev": [-4.3, -8.3], "spin_multiplicity": 2, "charge": 1, "energy_ha": -390.291518, "symbols": ["C", "C", "C", "C", "C", "C", "C", "H", "H", "H", "H", "H", "H", "H", "H", "C", "C", "C", "H", "H", "H", "H", "H", "H", "H", "H"], "positions_angstrom": [[-1.48, 3.90, 0.46], [0.45, 0.68, -1.43], [1.15, 1.27, -0.39], [-0.81, 1.12, -1.93], [0.43, 2.28, 0.24], [-1.49, 2.19, -1.36], [-0.87, 2.72, -0.25], [0.89, -0.17, -1.95], [2.12, 0.98, -0.04], [-1.27, 0.59, -2.75], [0.75, 2.73, 1.17], [-2.36, 2.67, -1.78], [-1.82, 4.62, -0.29], [-0.73, 4.33, 1.12], [-2.33, 3.76, 1.13], [0.60, -2.48, 0.50], [1.90, -3.26, 0.55], [-0.56, -3.27, 1.10], [0.82, -1.52, 0.97], [0.35, -2.32, -0.55], [1.86, -4.29, 0.20], [-0.66, -3.05, 2.17], [-1.52, -3.03, 0.64], [2.37, -3.36, 1.53], [2.70, -2.73, 0.02], [-0.48, -4.34, 0.91]]}

---

Entry 6:
{"formula": "C10H16BCsFLi2MgNO5P", "method": "the ωB97M-V functional and the def2-TZVPD basis", "homo_lumo_gap_ev": 1.51, "lumo_energy_ev": -5.6, "charge": 1, "energy_ha": -1522.220116, "symbols": ["C", "C", "B", "F", "P", "O", "H", "H", "H", "H", "N", "C", "C", "C", "C", "H", "H", "H", "H", "H", "Li", "C", "C", "C", "O", "H", "H", "H", "H", "H", "H", "H", "Li", "C", "O", "O", "O", "Mg", "Cs"], "positions_angstrom": [[-2.54, 0.29, 1.27], [-1.65, 0.78, 0.62], [-0.45, 1.15, -0.39], [-0.82, 2.36, -1.07], [-0.33, -0.31, -1.70], [0.26, 0.09, -3.02], [-3.40, -0.28, 1.50], [0.60, 1.28, 0.20], [0.30, -1.46, -1.14], [-1.71, -0.74, -1.91], [-1.74, -2.89, 1.04], [-1.19, -4.12, 1.27], [-1.76, -5.01, 0.39], [-2.68, -4.27, -0.40], [-2.63, -2.96, 0.03], [-1.51, -2.03, 1.55], [-0.45, -4.27, 2.03], [-1.54, -6.06, 0.32], [-3.30, -4.63, -1.20], [-3.16, -2.08, -0.30], [-3.65, -5.04, 2.08], [2.03, 4.05, -1.66], [1.98, 4.36, -0.15], [3.14, 5.33, 0.20], [2.18, 3.27, 0.56], [2.98, 3.59, -1.94], [1.23, 3.38, -1.94], [1.92, 4.97, -2.26], [1.04, 4.93, 0.02], [4.12, 4.89, -0.04], [3.15, 5.62, 1.25], [3.03, 6.27, -0.40], [-3.27, -4.54, -2.92], [1.86, -1.94, 1.43], [2.87, -1.98, 2.13], [0.78, -1.33, 1.75], [1.74, -2.56, 0.32], [4.40, 6.27, -1.48], [-1.84, -4.39, 3.96]]}

---

Entry 7:
{"formula": "C10H16BeN2P2S2", "method": "the ωB97M-V functional and the def2-TZVPD basis", "homo_lumo_gap_ev": 7.19, "lumo_energy_ev": -0.1, "energy_ha": -1994.054757, "symbols": ["Be", "C", "P", "C", "C", "C", "P", "C", "C", "H", "H", "H", "H", "H", "H", "H", "H", "H", "H", "H", "H", "H", "H", "H", "H", "S", "C", "C", "N", "C", "S", "C", "N"], "positions_angstrom": [[8.32, 6.24, 8.79], [10.64, 4.12, 7.67], [10.14, 5.14, 9.13], [11.55, 6.29, 9.37], [10.11, 3.99, 10.58], [9.10, 4.49, 11.60], [7.80, 5.51, 10.72], [7.47, 6.93, 11.85], [6.25, 4.51, 10.68], [11.53, 3.53, 7.90], [10.86, 4.80, 6.84], [9.85, 3.43, 7.35], [12.31, 5.89, 10.05], [11.17, 7.23, 9.75], [11.98, 6.49, 8.38], [11.14, 3.92, 10.97], [9.78, 3.01, 10.18], [9.58, 5.13, 12.35], [8.67, 3.66, 12.14], [6.86, 6.59, 12.67], [6.89, 7.69, 11.31], [8.39, 7.40, 12.17], [6.12, 4.03, 11.63], [6.33, 3.79, 9.84], [5.38, 5.12, 10.46], [8.69, 8.31, 8.68], [7.33, 8.60, 7.64], [6.97, 9.94, 7.32], [6.67, 11.02, 7.06], [6.50, 7.60, 7.19], [6.83, 5.92, 7.42], [5.34, 7.87, 6.43], [4.43, 8.16, 5.77]]}

---

Entry 8:
{"formula": "C10H16CeClLuTe", "method": "the ωB97M-V functional and the def2-TZVPD basis", "homo_lumo_gap_ev": [5.38, 5.38], "e_above_lowest_ev": 0.000, "lumo_energy_ev": [-1.9, -1.9], "energy_ha": -2829.317854, "symbols": ["Lu", "Cl", "C", "H", "H", "H", "Ce", "C", "C", "C", "H", "H", "H", "H", "H", "H", "H", "H", "Te", "C", "C", "C", "C", "C", "C", "H", "H", "H", "H", "H"], "positions_angstrom": [[1.10, 0.20, 1.32], [2.55, -0.92, 2.88], [2.55, 1.27, -0.02], [2.28, 2.30, -0.27], [2.61, 0.69, -0.95], [3.56, 1.28, 0.43], [-0.97, -3.18, 0.11], [-3.16, -3.28, -0.60], [0.01, -4.09, -1.77], [-0.38, -1.00, -0.24], [-0.04, -3.34, -2.57], [1.05, -4.36, -1.54], [-0.58, -4.98, -2.05], [-3.29, -2.57, -1.42], [-3.32, -4.32, -0.94], [-3.82, -3.04, 0.25], [-0.15, -1.00, -1.34], [-1.30, -0.36, -0.19], [-0.91, 1.53, 2.80], [-0.03, 3.15, 1.79], [1.25, 3.62, 2.16], [1.79, 4.73, 1.50], [1.07, 5.38, 0.49], [-0.20, 4.90, 0.12], [-0.76, 3.79, 0.75], [1.81, 3.07, 2.93], [2.78, 5.10, 1.78], [1.49, 6.25, -0.01], [-0.76, 5.41, -0.68], [-1.73, 3.38, 0.47]]}

---

Entry 9:
{"formula": "C10H16Cl3FORu", "method": "the ωB97M-V functional and the def2-TZVPD basis", "homo_lumo_gap_ev": [5.34, 5.36], "e_above_lowest_ev": 2.246, "lumo_energy_ev": [4.9, 4.8], "spin_multiplicity": 5, "charge": -2, "energy_ha": -2041.147678, "symbols": ["C", "C", "C", "C", "C", "C", "C", "C", "C", "C", "Ru", "Cl", "Cl", "Cl", "H", "H", "H", "H", "H", "H", "H", "H", "H", "H", "H", "H", "H", "H", "H", "O", "H", "F"], "positions_angstrom": [[-0.69, 0.94, -0.48], [-0.83, -0.47, -0.73], [0.46, -1.05, -0.74], [-2.08, -1.18, -1.07], [1.41, -0.03, -0.48], [0.71, 1.21, -0.33], [1.33, 2.55, -0.18], [-1.78, 1.95, -0.51], [0.77, -2.47, -1.03], [2.88, -0.22, -0.52], [0.00, 0.01, 1.48], [-3.57, -3.75, 1.91], [-2.29, -0.43, 1.99], [0.37, -2.23, 2.16], [-2.96, -0.62, -0.79], [-2.14, -2.15, -0.57], [-2.12, -1.36, -2.15], [0.00, -3.13, -0.64], [1.71, -2.77, -0.59], [0.84, -2.62, -2.11], [3.18, -1.13, -0.01], [3.40, 0.61, -0.06], [3.21, -0.29, -1.56], [2.24, 2.50, 0.41], [0.66, 3.25, 0.31], [1.58, 2.96, -1.16], [-2.70, 1.55, -0.09], [-1.98, 2.26, -1.54], [-1.52, 2.83, 0.07], [-0.40, 1.58, 2.52], [0.41, 1.98, 2.87], [-0.09, -0.28, 3.60]]}

---

Entry 10:
{"formula": "C10H16ClLaSSm", "method": "the ωB97M-V functional and the def2-TZVPD basis", "homo_lumo_gap_ev": [3.82, 3.90], "e_above_lowest_ev": 2.822, "lumo_energy_ev": [1.4, 1.3], "spin_multiplicity": 6, "charge": -1, "energy_ha": -1938.376412, "symbols": ["La", "Cl", "C", "C", "H", "H", "H", "H", "H", "H", "Sm", "C", "C", "H", "H", "H", "H", "H", "S", "C", "C", "C", "C", "C", "C", "H", "H", "H", "H", "H"], "positions_angstrom": [[1.10, -0.35, -4.46], [1.79, -2.17, -2.77], [2.67, 1.28, -3.92], [-0.80, -1.46, -5.31], [2.95, 1.88, -4.80], [2.49, 1.96, -3.08], [3.53, 0.61, -3.67], [-0.92, -1.20, -6.38], [-1.76, -1.40, -4.79], [-0.40, -2.50, -5.24], [-0.72, 0.56, 0.59], [-2.07, -1.33, 0.92], [-1.28, 1.86, -1.07], [-3.04, -0.99, 0.50], [-1.81, -2.27, 0.42], [-2.22, -1.55, 1.99], [-1.84, 1.37, -1.93], [-0.80, 2.70, -1.60], [1.76, 1.52, 1.31], [0.99, 0.86, 2.75], [1.53, -0.26, 3.45], [0.78, -0.88, 4.43], [-0.49, -0.38, 4.79], [-1.07, 0.70, 4.11], [-0.32, 1.37, 3.13], [2.53, -0.64, 3.13], [1.20, -1.75, 4.96], [-1.03, -0.85, 5.61], [-2.05, 1.08, 4.38], [-0.73, 2.24, 2.56]]}

---

Entry 11:
{"formula": "C10H16ClNO2", "method": "the ωB97M-V functional and the def2-TZVPD basis", "smiles": "C/C=C/[C@@H](Cl)NC1=C(C)CCC1(O)O", "homo_lumo_gap_ev": [7.22, 7.22], "e_above_lowest_ev": 0.000, "lumo_energy_ev": [0.0, 0.0], "energy_ha": -1055.928083, "symbols": ["C", "C", "C", "C", "Cl", "N", "C", "C", "C", "C", "C", "C", "O", "O", "H", "H", "H", "H", "H", "H", "H", "H", "H", "H", "H", "H", "H", "H", "H", "H"], "positions_angstrom": [[1.53, 3.49, -3.24], [1.28, 2.93, -1.90], [0.56, 1.90, -1.66], [0.07, 1.43, -0.43], [-1.84, 2.33, -0.20], [-0.23, 0.13, -0.43], [-0.38, -0.76, 0.56], [-0.77, -2.33, 0.45], [-0.68, -2.91, -0.89], [-0.77, -3.01, 1.77], [-0.48, -1.86, 2.82], [-0.18, -0.52, 2.09], [1.14, -0.10, 2.16], [-1.14, 0.56, 2.51], [0.87, 2.99, -3.95], [2.59, 3.45, -3.41], [1.17, 4.55, -3.19], [2.07, 3.37, -1.18], [-0.12, 1.43, -2.40], [0.49, 1.90, 0.50], [-0.22, -0.23, -1.40], [0.32, -2.85, -1.28], [-1.23, -2.39, -1.71], [-0.80, -4.03, -0.93], [-1.78, -3.44, 2.00], [-0.11, -3.86, 1.80], [-1.44, -1.68, 3.32], [0.26, -2.12, 3.53], [1.28, 0.51, 2.86], [-1.46, 1.12, 1.86]]}

---

Entry 12:
{"formula": "C10H16ClO4Si2Tc", "method": "the ωB97M-V functional and the def2-TZVPD basis", "homo_lumo_gap_ev": [8.79, 6.24], "e_above_lowest_ev": 0.591, "lumo_energy_ev": [-4.5, -7.0], "spin_multiplicity": 4, "charge": 1, "energy_ha": -1811.078052, "symbols": ["Tc", "C", "Si", "C", "C", "C", "C", "C", "C", "C", "Si", "C", "C", "H", "H", "H", "H", "H", "H", "H", "H", "H", "H", "H", "H", "H", "H", "H", "H", "O", "Cl", "O", "O", "O"], "positions_angstrom": [[-0.81, 1.55, 1.21], [-3.02, -0.40, -1.01], [-1.61, -0.86, 0.09], [-2.06, -1.91, 1.53], [-0.04, -1.30, -0.78], [-0.15, -2.48, -1.51], [0.93, -2.96, -2.24], [2.12, -2.27, -2.24], [2.24, -1.09, -1.52], [1.17, -0.59, -0.78], [1.51, 1.00, 0.11], [1.80, 2.46, -0.99], [2.62, 0.87, 1.58], [-3.31, -1.33, -1.51], [-2.73, 0.34, -1.75], [-3.88, -0.03, -0.46], [-2.32, -2.89, 1.10], [-2.93, -1.53, 2.07], [-1.23, -2.03, 2.22], [-1.08, -3.04, -1.53], [0.83, -3.88, -2.80], [2.97, -2.65, -2.81], [3.19, -0.56, -1.54], [2.75, 2.27, -1.50], [1.91, 3.40, -0.44], [1.02, 2.57, -1.74], [3.61, 0.60, 1.20], [2.30, 0.09, 2.27], [2.73, 1.81, 2.13], [-3.32, 3.68, 3.27], [-1.94, 3.73, 2.83], [-1.10, 4.85, 3.22], [-0.66, 0.51, 2.55], [-1.54, 2.08, -0.23]]}